(1)
Entry from OMol25: C3H6N2OS in the gas phase at a distorted geometry (the ωB97M-V functional and the def2-TZVPD basis).

Last column: Löwdin charge in e.
Atoms and positions in Å:
C  1.635  -0.550  -0.378  -0.2767
C  -0.413  -0.477  0.641  -0.2394
C  -1.457  0.459  0.004  -0.8661
H  0.938  1.449  -0.199  0.0568
H  2.315  1.268  -0.915  0.0583
H  2.517  -0.868  -0.924  0.1173
H  0.192  0.419  1.184  0.1368
H  -1.237  -0.805  1.364  0.1102
H  -2.516  -1.633  -0.107  -0.0933
N  1.654  0.813  -0.407  0.1163
N  0.700  -1.364  0.067  0.0309
O  -1.441  1.667  0.135  -0.0141
S  -2.887  -0.379  -0.465  0.8629

Summary:
- structure (SMILES) = N/C=N\CC(=O)S
- multiplicity = 1
- energy relative to the best compared isomer or geometry (same formula, charge and spin) (kcal per mole) = 68.6
- total energy (a.u.) = -700.7799
- Kohn-Sham gap (eV) = 9.951
- maximum force (eV/A) = 4.228
- HOMO energy (eV) = -9.4

---

(2)
Entry from OMol25: a molecular structure, C4H10N4 (the ωB97M-V functional and the def2-TZVPD basis).

Last column: Löwdin charge in e.
Atoms and positions in Å:
C  -1.826  -0.481  0.094  -0.0624
C  0.885  -0.923  -0.372  -0.1529
C  0.970  0.445  0.000  -0.5506
C  -0.529  -0.332  0.848  -0.3427
N  0.437  -1.203  -1.613  0.0336
N  0.584  1.570  -0.768  0.1166
N  1.881  0.803  0.999  0.0851
N  -0.394  -0.274  2.102  0.1129
H  0.325  -2.165  -1.880  0.0860
H  0.340  -0.533  -2.371  0.0848
H  1.462  1.428  1.682  0.0840
H  2.203  -0.028  1.479  0.0820
H  0.105  1.386  -1.635  0.0622
H  1.314  2.260  -0.872  0.0868
H  -1.283  -0.382  2.593  0.0575
H  -2.011  -1.530  -0.137  0.0792
H  -2.651  -0.103  0.701  0.0763
H  -1.813  0.061  -0.851  0.0617

Summary:
- multiplicity = 1
- energy relative to the best compared isomer or geometry (same formula, charge and spin) (kcal per mole) = 73.2
- total energy (a.u.) = -377.3301
- Kohn-Sham gap (eV) = 8.656
- maximum force (eV/A) = 0.322
- HOMO energy (eV) = -7.8

---

> What is the formula in the first record?

C3H6N2OS

---

> total energy of number 1 (C3H6N2OS)?

-700.7799 a.u.

---

> Among the records above, which one has the highest total energy?

C4H10N4

---

> total energy of number 1 (C3H6N2OS)?

-700.7799 a.u.